# C18H18IMgN3O6

A molecular structure, C18H18IMgN3O6 (ωB97M-V/def2-TZVPD, OMol25).

Multiplicity: 1
ΔE to the lowest compared entry with this formula, charge and spin, kcal per mole: 4.6
HOMO, hartree: -0.2734

Geometry as XYZ:
```
47
Properties=species:S:1:pos:R:3:forces:R:3
I -0.788210 -1.705956 2.719351 -0.051 -0.123 0.028
Mg -0.573586 -1.256787 -0.122508 0.027 0.396 -0.313
O -0.389764 -3.807462 -0.080436 -0.066 0.176 -0.103
O 0.109297 -2.056360 -1.934938 -0.024 0.197 0.132
O 2.197401 -2.789705 -2.336454 0.023 -0.017 -0.121
O -2.684003 -3.307459 -2.732529 -0.107 -0.102 0.053
O 1.970269 0.074265 1.990896 0.015 0.016 0.029
O -2.446932 -2.103765 -0.868750 0.091 0.107 -0.026
N 1.421147 -0.113089 -0.251652 0.069 -0.216 0.348
N 2.806794 1.474616 -1.071134 -0.045 -0.070 0.158
N 1.430389 0.298407 -2.558745 0.058 -0.101 -0.047
C -1.394275 -4.255115 -0.969175 -0.057 -0.034 0.087
C -2.197093 -3.093849 -1.521909 0.111 -0.279 0.116
C 1.884479 0.529418 -1.322511 -0.164 0.031 -0.331
C -1.890140 1.484435 -0.549522 0.029 -0.014 -0.137
C -1.500494 0.599810 0.433650 -0.024 0.077 0.168
C -2.278573 2.821163 -0.304499 0.006 -0.007 0.021
C 2.092378 0.412649 0.839904 -0.079 -0.131 -0.019
C -2.267989 3.310034 0.966221 0.004 0.009 0.043
C 3.051320 1.496255 0.352881 0.020 0.066 -0.005
C 3.413191 2.350996 -2.038349 0.056 0.069 -0.029
C -1.212683 0.823379 4.195431 -0.041 0.117 -0.066
C -1.894150 2.470296 2.042954 -0.029 0.109 -0.007
C -1.218484 0.341574 2.921073 0.010 -0.015 0.008
C 1.133137 -2.824932 -1.752917 -0.078 -0.159 0.090
C -1.884767 2.972009 3.369333 -0.008 0.012 -0.067
C -1.535136 1.122221 1.769001 0.046 -0.194 0.040
C -1.546012 2.177512 4.419288 0.037 -0.088 0.081
C 0.922298 -3.863066 -0.644802 0.167 -0.093 0.063
H -0.982106 -4.861937 -1.776552 -0.038 0.039 -0.008
H -2.548610 4.334946 1.177592 -0.008 0.020 0.001
H -1.895386 1.164460 -1.589805 0.004 -0.029 -0.022
H 0.917016 -0.583792 -2.663931 0.046 0.116 0.035
H -2.575143 3.459785 -1.127831 -0.008 0.007 -0.036
H -0.961804 0.185005 5.029409 0.014 -0.027 0.029
H 2.796551 2.456533 0.806512 0.013 0.000 -0.017
H 2.685097 2.643370 -2.795622 -0.001 -0.001 -0.010
H -2.098530 -4.860590 -0.387400 0.028 -0.016 -0.111
H 1.609445 -3.652705 0.175773 0.025 0.005 -0.040
H -3.231114 -2.540395 -2.963164 -0.019 0.029 -0.050
H 4.281694 1.898710 -2.525007 -0.013 -0.006 -0.004
H 2.012494 0.574917 -3.331048 -0.035 0.010 0.010
H -2.156642 4.007705 3.530889 -0.014 0.040 -0.002
H 4.079363 1.234355 0.609557 0.001 0.010 0.005
H -1.537242 2.565937 5.428979 -0.002 0.007 0.016
H 1.136378 -4.866070 -1.024995 0.008 0.061 0.014
H 3.738729 3.258272 -1.532511 0.003 -0.004 -0.005
```
Forces are in eV/Å.

# C16H41NO13S4

6 unconnected molecules or ions with the total composition C16H41NO13S4 at a distorted geometry (ωB97M-V/def2-TZVPD, OMol25).

Multiplicity: 2
Charge: +1
HOMO (spin up / spin down), hartree: -0.4766 / -0.4766

Geometry as XYZ:
```
75
Properties=species:S:1:pos:R:3:forces:R:3
S -4.391444 1.119083 -0.915422 0.422 0.471 -0.312
S 0.958063 3.519533 0.119410 0.880 2.753 -0.284
S 0.471367 -1.944693 -2.758114 1.307 1.258 0.510
S 3.820085 -3.052485 1.554443 0.057 -1.446 -0.307
O 3.987455 -4.211425 0.650235 -0.698 2.017 1.923
O -4.483060 2.157239 0.393049 0.109 -1.946 -0.697
O -4.184618 -0.230346 -0.382584 -0.451 2.440 -0.564
O -0.232746 -3.122877 -3.225828 0.713 0.677 0.937
O 0.440258 4.659630 1.286164 1.823 -2.681 -0.921
O 2.128714 -2.248438 -2.636585 -3.997 1.020 2.150
O 0.074516 -1.247460 -1.502187 1.147 -2.161 -2.889
O 4.931789 -2.580858 2.346645 -1.042 -0.112 -1.037
O -0.165788 3.226303 -0.743662 0.501 -0.382 0.858
O 1.786043 2.487415 0.717244 -1.466 1.269 -0.332
O 2.613544 -3.412601 2.612837 0.970 -0.812 -3.332
O -1.325989 -6.024685 0.268756 2.457 1.257 -0.519
O -5.435067 1.402521 -1.901001 1.213 -0.464 1.852
N 0.273673 0.483917 3.627368 0.036 -0.249 -0.818
C -2.832613 1.735303 -1.642032 -0.254 -1.015 0.428
C -0.752646 5.367339 1.061181 -1.264 1.487 0.074
C -0.328841 -0.035010 1.119159 0.722 0.428 0.284
C 0.549656 -0.734495 -4.082283 -0.467 0.513 0.435
C 2.817162 -2.706319 -3.744002 0.742 -0.117 -1.867
C 3.032028 -1.773893 0.532400 0.700 -0.172 0.677
C 0.049181 0.253185 2.518501 -0.456 -0.054 0.306
C -0.203006 -5.161391 0.041885 -2.748 2.193 2.699
C -0.248592 -4.055064 1.118431 0.184 -0.998 0.271
C 3.564844 -3.895457 -3.356222 0.888 -2.343 1.087
C -4.734956 3.529559 0.120711 -1.958 1.077 -0.498
C 2.050780 4.725224 -0.819155 -0.331 -1.501 0.510
C -0.643533 6.732632 1.789010 -0.107 -0.978 -0.310
C 2.394335 -2.523924 3.672204 0.348 -0.063 1.595
C 1.037574 -2.875722 4.223125 0.070 0.688 0.150
C -6.061295 4.010604 0.738433 -0.338 -0.880 0.073
H 3.504077 -1.900737 -4.003404 -0.009 0.022 -0.414
H -1.199457 -3.524364 1.166562 -0.044 0.288 -0.864
H 3.030429 4.722031 -0.341251 -0.347 0.528 0.494
H -1.548216 7.333319 1.695079 -0.112 -0.202 -0.335
H 2.273750 4.345054 -1.816080 -0.607 -0.156 -0.064
H 2.525463 -1.474947 3.406582 -0.191 0.011 -0.142
H 0.936957 -2.322212 5.156717 -0.246 -0.251 0.115
H 0.177614 7.280040 1.326244 0.122 0.114 0.516
H 4.155203 -4.350621 -4.151460 0.537 0.659 0.023
H 3.155943 -2.799148 4.401799 0.012 0.480 0.284
H -4.858807 3.619046 -0.958528 0.523 0.492 -0.044
H -2.542548 1.000318 -2.392866 -0.295 0.096 -0.218
H -0.181809 -4.740947 -0.963535 -0.098 -0.463 -0.925
H -0.544550 6.538764 2.857050 0.535 0.236 -0.059
H 1.486699 5.657453 -0.848263 0.399 -0.047 0.066
H 4.096279 -3.730995 -2.418875 0.681 0.161 -0.326
H -2.045900 1.687502 -0.889098 -0.249 0.357 0.091
H 0.740982 -5.689084 0.177971 0.796 -0.914 0.029
H 2.300572 -2.275668 -0.101079 0.216 0.166 0.037
H -0.087671 -1.058161 0.830880 -0.295 0.028 0.249
H 0.229890 -2.540055 3.572678 -0.017 -0.065 -0.056
H 1.154108 -0.964905 -4.959577 -0.074 -0.616 0.324
H 0.640312 -3.426045 1.070557 -0.223 -0.005 -0.140
H -0.918484 5.559027 0.001060 0.022 -0.206 -0.138
H 2.211226 -2.991576 -4.603980 -0.468 0.486 0.002
H 2.965443 -4.763462 -3.081645 -0.867 0.200 -0.053
H -5.988858 3.904853 1.820871 -0.175 0.255 0.030
H 0.964897 0.161887 -3.621666 -0.128 -0.006 0.056
H -3.997809 4.191825 0.574719 0.691 -0.517 -0.457
H 0.301250 0.591950 0.488294 -0.098 0.043 -0.056
H -1.606412 4.817580 1.457373 0.032 -0.214 -0.085
H 3.852736 -1.335458 -0.035314 -0.121 -0.149 -0.225
H -1.371288 0.215328 0.922328 -0.002 -0.224 0.162
H -0.266768 -4.493014 2.116413 0.487 -0.305 0.148
H -0.479706 -0.553801 -4.391916 0.022 0.025 0.037
H -6.363993 5.017204 0.449933 0.696 0.252 0.134
H -6.924670 3.434196 0.406142 0.204 -0.473 -0.024
H 2.597515 -0.973743 1.131614 -0.041 -0.187 0.162
H 0.993006 -3.953379 4.380535 -0.120 0.077 0.177
H -1.364297 -6.513414 -0.556642 -0.788 -0.976 -0.839
H -2.959977 2.726016 -2.078337 -0.067 -0.174 0.197
```
Forces are in eV/Å.

# CH2BrCl2P

2 unconnected molecules or ions with the total composition CH2BrCl2P at a distorted geometry (ωB97M-V/def2-TZVPD, OMol25).

Multiplicity: 1
ΔE to the lowest compared entry with this formula, charge and spin, kcal per mole: 63.5
HOMO (spin up / spin down), hartree: -0.3155 / -0.3061

Geometry as XYZ:
```
7
Properties=species:S:1:pos:R:3:forces:R:3
Br 1.333576 -1.335298 -0.804117 0.106 0.124 0.814
Cl -1.477874 2.037449 0.273851 -0.027 0.210 0.251
Cl -2.025178 -0.403898 -1.561385 -0.219 -0.211 -0.120
P -0.928299 1.292239 -1.532283 0.042 0.130 -0.191
C 1.096885 -0.638227 0.945292 0.061 -0.283 -0.814
H 1.050974 -1.404273 1.735284 -0.029 0.940 -0.441
H 0.949919 0.452005 0.943355 0.065 -0.911 0.502
```
Forces are in eV/Å.

# C4H6LiNaO2

A molecular structure, C4H6LiNaO2 at a distorted geometry (ωB97M-V/def2-TZVPD, OMol25).

Multiplicity: 1
ΔE to the lowest compared entry with this formula, charge and spin, kcal per mole: 46.0
HOMO, hartree: -0.1890

Geometry as XYZ:
```
14
Properties=species:S:1:pos:R:3:forces:R:3
Na -0.459061 -0.162330 -0.190496 -0.577 0.043 -0.093
O -0.747270 1.492782 2.954629 0.655 0.628 0.248
O 0.696772 1.562217 -0.171081 0.122 -0.207 0.377
C -0.209451 2.525632 -0.108038 -0.767 0.324 1.445
C -2.582067 1.200241 1.398772 1.181 -0.587 2.166
C -1.511012 2.331013 -0.642743 1.005 0.097 -0.432
C -1.606094 0.647407 2.239194 -1.876 0.276 -0.607
Li 0.923746 1.950916 1.923426 -0.764 0.317 -1.436
H -2.846171 2.251730 1.564153 0.256 -0.423 -0.709
H -1.214674 2.305972 3.183781 0.045 0.011 -0.140
H -3.391961 0.536617 1.082458 0.382 0.270 -0.196
H -1.726631 -0.272038 2.817824 0.057 -0.209 -0.879
H -2.210765 3.172758 -0.663679 0.294 -0.220 0.159
H -1.620719 1.703772 -1.550609 -0.012 -0.319 0.098
```
Forces are in eV/Å.

# C3H10N2O2

3 unconnected molecules or ions with the total composition C3H10N2O2 at a distorted geometry (ωB97M-V/def2-TZVPD, OMol25).

Multiplicity: 1
ΔE to the lowest compared entry with this formula, charge and spin, kcal per mole: 151.3
HOMO, hartree: -0.3210

Geometry as XYZ:
```
17
Properties=species:S:1:pos:R:3:forces:R:3
O 1.052041 -1.276317 -0.532785 -0.426 1.206 -0.273
O 0.493989 -2.292423 1.293566 -2.798 0.243 0.632
N -0.710771 -2.010442 1.427462 2.272 -1.274 -0.019
N -0.660182 0.375479 0.574887 -0.346 -1.595 0.232
C 0.649641 0.484395 0.363266 0.355 -0.561 0.803
C -1.599723 0.621219 -0.513191 0.146 0.089 -0.010
C 1.232598 1.511589 -0.552685 0.092 -0.610 -0.592
H 1.912234 -1.708666 -0.570108 0.174 0.335 0.181
H 1.375025 0.995041 -1.508051 0.024 0.267 -0.002
H -0.905096 -0.578491 1.160453 0.524 2.355 -0.718
H 0.583045 2.369144 -0.711371 -0.109 -0.002 0.114
H 2.205877 1.848907 -0.198689 -0.083 -0.058 0.025
H -1.354554 0.019591 -1.391936 -0.005 0.058 -0.007
H -2.598706 0.356643 -0.171946 -0.008 0.050 -0.001
H -1.599926 1.677987 -0.782150 -0.057 -0.025 -0.070
H -1.306046 -2.648874 0.857044 0.294 -0.279 0.041
H 1.230553 0.255218 1.256232 -0.048 -0.199 -0.334
```
Forces are in eV/Å.

# C4H11NOS

C4H11NOS in the gas phase at a distorted geometry (ωB97M-V/def2-TZVPD, OMol25).

Multiplicity: 1
SMILES string: C[C@@H](CS)NCO
ΔE to the lowest compared entry with this formula, charge and spin, kcal per mole: 29.4
HOMO, hartree: -0.3243

Geometry as XYZ:
```
18
Properties=species:S:1:pos:R:3:forces:R:3
S 0.469301 -1.264113 -2.156814 -0.543 0.295 0.287
O 2.801157 0.500931 0.881449 0.232 0.163 0.262
N 0.561706 0.520545 0.239144 0.955 -0.066 -0.658
C 1.620345 -0.248575 0.846817 0.073 -0.136 0.111
C -0.715992 -0.122924 0.200283 -0.869 0.178 0.408
C -1.783988 0.959134 0.322565 0.731 0.552 0.400
C -0.998498 -0.993604 -1.050648 1.172 -0.108 -0.480
H -1.786712 -0.549844 -1.657203 -0.062 -0.205 0.093
H 0.911558 -0.008696 -1.962394 0.108 -0.107 -0.130
H 1.775264 -1.180370 0.312317 -0.178 -0.182 -0.228
H 0.610948 1.455925 0.613422 -0.505 0.064 0.119
H -2.803549 0.610717 0.241387 -0.162 -0.127 -0.379
H -1.694530 1.422034 1.304261 -0.036 0.025 0.190
H 3.242117 0.428882 0.032288 -0.022 0.036 -0.141
H 1.373047 -0.506316 1.877246 0.049 0.025 0.335
H -0.821441 -0.777691 1.073081 0.031 -0.163 0.084
H -1.525199 1.755832 -0.386918 -0.503 -0.216 -0.180
H -1.235535 -2.001867 -0.730281 -0.471 -0.029 -0.092
```
Forces are in eV/Å.

| no. | E_tot (eV) |
| --- | --- |
| 1 | -49262.6066 |
| 2 | -88691.2074 |
| 3 | -105443.8961 |
| 4 | -12957.7769 |
| 5 | -10342.9282 |
| 6 | -18698.6415 |